Formula: C82H210N12O34
Source: the OMol25 dataset
Level of theory: the ωB97M-V functional and the def2-TZVPD basis

Structure (XYZ):
```
338
Properties=species:S:1:pos:R:3:forces:R:3:lowdin_charge:R:1
C -3.4190 -1.5040 0.6161 -0.6 0.4 -1.5 -0.240
C -4.5286 -2.4902 0.8818 1.4 -1.7 0.2 -0.213
O -5.1430 -2.3175 2.1603 -0.1 0.5 -1.0 -0.062
O -2.3940 -1.4809 1.5469 -0.2 -0.2 1.1 -0.055
H -3.9069 -0.5347 0.5137 0.2 0.6 0.0 0.110
H -2.8995 -1.6963 -0.3227 -0.5 -0.2 -0.4 0.115
H -4.0808 -3.4837 0.9061 0.1 -0.2 0.1 0.106
H -5.2126 -2.5430 0.0348 -0.4 0.4 0.1 0.127
H -5.8866 -1.7652 1.9082 -0.6 0.4 0.6 0.046
H -2.8119 -1.0959 2.3206 0.6 0.0 0.8 0.080
C 4.8250 4.0437 1.6598 -0.2 -1.7 0.7 -0.241
C 6.2662 3.4441 1.8218 -1.2 1.1 0.2 -0.230
O 6.6165 2.7123 0.6733 -0.2 -0.3 0.6 -0.073
O 4.5954 4.8193 0.5330 0.5 1.2 0.4 -0.071
H 4.3903 4.5111 2.5433 0.7 0.7 0.2 0.118
H 4.1583 3.1831 1.6043 0.0 -0.7 -0.2 0.101
H 6.2878 2.8164 2.7127 -0.1 -0.2 -0.1 0.102
H 6.9819 4.2472 1.9973 0.2 0.3 0.0 0.103
H 6.6662 3.3927 -0.0022 0.3 0.1 -1.1 0.028
H 4.6086 4.2639 -0.2498 0.1 -0.2 -0.5 0.015
C -2.4332 -8.0005 -1.7717 -1.2 -0.5 0.6 -0.231
C -3.5204 -7.2618 -0.9348 0.4 0.1 -1.1 -0.215
O -3.3304 -5.8559 -0.9749 -0.8 0.0 -0.6 -0.099
O -1.2699 -8.3133 -1.0412 -0.4 -0.1 -0.2 -0.062
H -2.1721 -7.4616 -2.6825 -0.1 0.6 0.0 0.103
H -2.9019 -8.9039 -2.1619 0.2 -0.5 0.3 0.111
H -3.6393 -7.6423 0.0797 0.6 -0.1 0.2 0.097
H -4.4825 -7.4973 -1.3899 -0.2 0.3 -0.3 0.099
H -2.8287 -5.5594 -0.2121 0.4 -0.4 0.6 0.025
H -0.8857 -7.4390 -0.9435 0.9 0.3 0.3 0.029
C -6.8709 0.8930 1.2358 0.2 0.6 0.8 -0.258
C -7.4904 1.3501 2.5431 -0.1 1.5 -1.2 -0.211
O -8.9588 1.3524 2.4963 1.9 -0.8 0.4 -0.066
O -7.2162 -0.4367 1.0026 -0.5 -1.3 -0.6 -0.055
H -5.7888 0.8808 1.3663 0.2 0.5 0.0 0.109
H -7.1403 1.5763 0.4304 -0.1 -0.1 -0.2 0.119
H -7.2233 2.4015 2.6497 0.1 0.0 0.3 0.113
H -6.9869 0.8089 3.3441 -0.7 -0.2 0.4 0.118
H -9.1352 0.4424 2.7461 -0.7 -0.2 -0.2 0.077
H -7.8256 -0.5030 0.2639 0.0 -0.1 0.0 0.107
C 0.4011 -1.0104 -0.4206 0.0 1.0 -1.1 -0.255
C 0.2249 0.4938 -0.1800 0.8 0.0 -0.3 -0.219
O -1.0879 0.8506 0.2329 0.1 -1.1 -1.1 -0.071
O 0.3006 -1.6833 0.7638 0.0 -1.3 1.4 -0.065
H 1.3557 -1.2892 -0.8667 0.4 0.7 0.1 0.104
H -0.3045 -1.3705 -1.1693 -0.6 0.0 -0.1 0.115
H 0.5863 1.0068 -1.0713 -0.5 0.3 -0.6 0.095
H 0.9628 0.7954 0.5633 0.1 -0.1 0.5 0.106
H -1.0642 1.5938 0.8400 0.3 0.7 0.4 0.022
H -0.6268 -1.6612 1.0109 -0.5 0.1 0.6 0.033
C -5.3074 7.8054 0.6620 -0.2 -0.5 0.1 -0.109
O -5.4725 6.4286 0.3226 1.0 -0.8 -0.2 -0.189
C -4.4133 5.5753 0.8514 -0.9 -0.2 0.8 -0.176
C -4.5742 4.0346 0.6478 0.3 1.5 -1.2 -0.198
N -4.6601 3.7420 -0.7448 0.2 0.3 -1.7 -0.063
C -4.2187 2.4445 -1.2653 -0.5 0.0 -0.4 -0.176
C -4.2022 2.3984 -2.8246 -0.6 1.0 0.8 -0.173
O -5.4114 2.9805 -3.3250 0.3 0.8 -0.8 -0.211
C -6.6246 2.2617 -3.2416 1.1 -0.9 -0.1 -0.097
H -4.2918 8.1622 0.4902 0.2 -0.1 0.0 0.077
H -5.5895 7.9697 1.7020 0.2 0.0 0.3 0.082
H -5.9809 8.4177 0.0626 0.0 -0.3 -0.2 0.085
H -4.4260 5.6984 1.9343 0.1 0.2 0.4 0.105
H -3.4109 5.8381 0.5135 -0.1 0.4 -0.4 0.096
H -5.4755 3.6600 1.1331 0.3 -0.2 1.0 0.105
H -3.5859 3.6504 0.9003 -0.3 -0.4 1.1 0.112
H -5.5618 4.0727 -1.0572 0.1 -0.4 -0.7 0.112
H -4.8692 1.6477 -0.9047 -0.1 -0.5 0.1 0.082
H -3.2076 2.2276 -0.9208 0.1 0.0 0.2 0.105
H -3.9567 1.4452 -3.2929 -0.5 -0.7 0.5 0.109
H -3.3751 3.0070 -3.1901 -0.3 0.6 0.1 0.097
H -6.5681 1.3914 -3.8955 0.1 -0.5 0.1 0.082
H -7.4774 2.8031 -3.6513 0.3 0.6 0.5 0.091
H -6.7372 1.9336 -2.2083 -0.7 -0.1 0.1 0.067
C 3.2426 -2.9835 1.8720 0.7 0.4 0.9 -0.061
O 4.2758 -3.6091 2.7086 -0.7 0.7 -0.2 -0.200
C 5.0128 -2.7169 3.5659 0.4 -0.2 -0.4 -0.204
C 5.7918 -1.6626 2.7824 -0.5 -0.4 0.6 -0.234
N 6.9686 -1.1432 3.4773 -0.1 -0.2 -1.5 -0.040
C 7.5460 -0.0973 2.6141 1.5 0.7 2.2 -0.185
C 8.7726 0.4875 3.3867 -0.5 1.5 -0.4 -0.191
O 8.4130 0.9287 4.6991 -0.6 -0.6 0.1 -0.211
C 9.1669 2.0120 5.1957 -0.4 -0.5 0.7 -0.115
H 2.6378 -3.7487 1.3853 0.4 -0.1 0.1 0.065
H 3.6510 -2.2860 1.1408 0.3 -0.3 -0.3 0.071
H 2.5535 -2.3598 2.4414 0.0 -0.2 0.4 0.048
H 5.7356 -3.2985 4.1381 -0.1 -0.5 -0.2 0.120
H 4.4011 -2.2152 4.3158 -0.6 0.0 0.0 0.107
H 5.0670 -0.8632 2.6281 0.0 0.4 -0.8 0.098
H 6.1288 -2.1237 1.8540 -0.1 0.2 -0.2 0.126
H 6.6795 -0.6679 4.3203 0.0 0.0 0.3 0.103
H 6.8529 0.7265 2.4441 -0.2 0.1 0.0 0.086
H 7.8932 -0.3732 1.6184 -0.1 -0.7 0.1 0.122
H 9.0490 1.4116 2.8790 0.2 0.0 -0.6 0.092
H 9.6733 -0.1250 3.4285 -0.2 -0.5 0.0 0.121
H 10.2192 1.7466 5.2967 0.3 0.3 -0.6 0.088
H 8.8577 2.1882 6.2260 -0.3 -0.1 0.0 0.084
H 8.9434 2.9413 4.6717 0.4 0.0 -0.4 0.083
C 2.3877 0.3629 3.8999 -1.3 0.8 0.1 -0.048
O 1.5491 1.5526 3.6554 1.0 -1.0 -0.5 -0.207
C 0.1764 1.1762 3.5159 -0.2 1.1 0.6 -0.191
C -0.7140 2.4356 3.4012 0.0 0.6 -0.1 -0.159
N -0.7178 3.0828 2.0653 0.5 -0.1 0.5 -0.062
C 0.5541 3.7717 1.8037 -0.6 0.4 -1.4 -0.173
C 0.3495 4.7607 0.6196 1.0 -0.8 1.6 -0.214
O -0.4421 5.8239 1.1089 0.2 0.0 -0.4 -0.185
C -0.7356 6.7235 0.0593 -1.4 -0.3 0.1 -0.102
H 3.4498 0.5851 3.7974 -0.2 0.4 0.0 0.077
H 2.1468 -0.4563 3.2224 -0.2 0.1 -0.3 0.062
H 2.1653 0.0153 4.9087 0.2 -0.1 0.2 0.080
H -0.0811 0.6794 4.4513 -0.5 -0.4 -0.1 0.115
H 0.0224 0.5434 2.6419 0.0 -0.3 0.0 0.104
H -0.4579 3.1895 4.1456 0.8 0.0 0.3 0.116
H -1.7589 2.2960 3.6780 -0.1 -1.0 -0.3 0.101
H -1.3424 3.8745 2.1231 -0.7 -0.1 0.0 0.091
H 1.3045 3.0171 1.5680 0.3 0.3 0.2 0.101
H 0.8277 4.4240 2.6330 0.4 -0.3 0.4 0.126
H -0.0830 4.2319 -0.2298 -0.3 0.2 -0.3 0.120
H 1.3384 5.1542 0.3845 0.2 0.0 -0.5 0.114
H -1.4716 7.4261 0.4502 0.2 0.2 0.0 0.084
H -1.2688 6.1376 -0.6893 0.0 0.1 -0.6 0.079
H 0.0931 7.2563 -0.4070 0.3 -0.2 0.3 0.076
C -0.0373 1.7723 -3.8838 0.7 0.4 -1.1 -0.097
O 1.2819 1.2325 -3.9822 0.6 -0.3 0.3 -0.222
C 1.4311 0.2593 -5.0551 -0.6 -0.2 0.7 -0.191
C 2.8997 -0.1281 -5.3437 -0.7 1.7 2.0 -0.161
N 3.6176 -0.3346 -4.0372 0.2 -2.1 -1.2 -0.036
C 3.3507 -1.7095 -3.4756 1.2 0.9 0.3 -0.160
C 4.2138 -2.0096 -2.2008 -0.8 0.3 0.1 -0.192
O 3.8133 -1.2176 -1.0991 0.6 2.2 1.1 -0.231
C 4.7060 -0.1541 -0.6172 -0.5 -0.3 -0.5 -0.066
H -0.1388 2.5703 -3.1483 0.8 0.1 0.2 0.072
H -0.8436 1.0948 -3.6027 0.1 -0.7 -0.4 0.083
H -0.1307 2.2180 -4.8741 -1.2 0.2 0.0 0.087
H 0.9516 0.5982 -5.9735 -0.1 0.2 -0.1 0.104
H 0.8705 -0.5990 -4.6849 0.0 -0.4 -0.3 0.107
H 3.3558 0.7255 -5.8452 0.2 0.0 0.0 0.104
H 2.8924 -0.9399 -6.0710 0.3 -0.4 0.5 0.118
H 3.3132 0.3773 -3.3887 -0.3 -0.1 0.0 0.057
H 3.6064 -2.4686 -4.2148 0.3 0.1 -0.3 0.107
H 2.2822 -1.8636 -3.3248 -0.2 0.0 0.7 0.098
H 5.2895 -1.8773 -2.3170 0.0 0.0 -0.7 0.121
H 4.0363 -3.0106 -1.8078 0.0 -0.4 -0.7 0.102
H 5.5712 -0.4707 -0.0346 -0.2 -0.7 0.2 0.067
H 4.1259 0.5302 0.0020 -0.2 -0.3 0.1 0.081
H 5.1647 0.4709 -1.3833 -0.3 -0.2 -0.7 0.069
C -3.0445 -1.9462 -3.3841 -0.3 0.1 -0.9 -0.119
O -1.9201 -2.2722 -4.1512 0.1 -0.5 -0.4 -0.241
C -1.9160 -3.5551 -4.8310 0.8 0.3 1.5 -0.151
C -2.3020 -4.8128 -3.9361 0.2 1.3 -1.2 -0.202
N -3.7397 -5.0894 -3.9500 -0.2 -0.8 -0.9 -0.031
C -4.0946 -5.9027 -5.1416 0.3 1.4 0.4 -0.210
C -5.5068 -6.3930 -5.0910 0.7 -0.6 0.6 -0.220
O -5.5680 -7.3650 -4.0305 -0.3 -0.2 -1.1 -0.200
C -6.8266 -8.0070 -4.1116 0.1 -0.3 1.0 -0.119
H -2.8323 -0.9926 -2.9005 0.3 -0.4 0.8 0.073
H -3.3131 -2.8193 -2.7895 -0.3 0.5 0.6 0.075
H -3.8766 -1.6734 -4.0333 -0.5 -0.4 -0.2 0.082
H -0.8584 -3.5002 -5.0890 0.2 -1.1 -0.1 0.114
H -2.4129 -3.5569 -5.8011 -0.7 0.2 0.1 0.102
H -1.9244 -4.6921 -2.9207 -0.2 0.1 0.0 0.099
H -1.7520 -5.6317 -4.3997 0.3 -0.4 0.0 0.098
H -3.9697 -5.7662 -3.2364 0.3 0.5 1.0 0.066
H -3.4508 -6.7801 -5.2034 0.2 -0.2 -0.2 0.119
H -3.9508 -5.3049 -6.0415 0.0 0.0 -0.1 0.114
H -5.6424 -6.8610 -6.0661 -0.6 -0.3 -0.1 0.119
H -6.2668 -5.6370 -4.8934 0.1 0.3 -0.2 0.128
H -7.5692 -7.2761 -3.7916 -0.5 -0.1 -0.4 0.089
H -6.8742 -8.8462 -3.4177 0.3 0.2 0.3 0.084
H -7.0279 -8.4823 -5.0717 0.0 0.5 -0.4 0.086
C -5.3258 -5.1297 3.8143 -0.4 0.4 -0.2 -0.129
O -3.9844 -5.3005 3.4308 0.6 -1.8 -0.3 -0.211
C -3.8001 -6.6914 2.9671 0.8 1.0 -0.6 -0.163
C -2.3464 -6.9028 2.4765 -1.5 0.9 1.2 -0.197
N -2.0085 -5.8329 1.5209 1.6 -1.1 0.5 -0.029
C -0.5049 -5.7149 1.5384 -0.9 0.9 -2.0 -0.138
C 0.1054 -5.0858 0.2733 -0.5 -0.3 0.2 -0.188
O -0.0540 -5.8078 -0.9438 1.0 0.0 0.0 -0.201
C 0.7894 -5.2942 -1.9862 -0.3 0.1 -0.6 -0.063
H -5.9823 -5.2864 2.9584 -0.2 -0.1 -0.2 0.088
H -5.4940 -4.1030 4.1396 0.3 0.0 0.0 0.078
H -5.6231 -5.8170 4.6062 0.1 -0.1 0.2 0.086
H -4.4461 -6.8476 2.1032 -0.4 0.0 0.1 0.110
H -4.0186 -7.3987 3.7672 -0.2 0.0 0.1 0.122
H -2.2229 -7.9253 2.1197 0.0 0.2 -0.5 0.122
H -1.7567 -6.8324 3.3904 0.5 0.1 0.1 0.110
H -2.3621 -5.0033 1.9756 -0.1 0.4 -0.1 0.079
H -0.0231 -6.6848 1.6623 -0.2 0.0 0.5 0.131
H -0.2410 -4.9319 2.2493 0.4 -0.6 0.7 0.095
H 1.1573 -5.0402 0.5553 0.3 0.5 -0.4 0.092
H -0.3337 -4.1037 0.0980 0.3 0.3 0.3 0.119
H 0.8750 -4.2078 -2.0067 -0.7 0.4 0.3 0.086
H 0.3508 -5.6269 -2.9271 0.0 0.0 0.0 0.084
H 1.8475 -5.5533 -2.0224 0.1 -0.9 0.8 0.072
C -10.7232 0.7805 9.5842 0.6 0.6 -1.4 -0.078
O -9.9893 1.0450 8.3435 -0.7 -0.7 -0.1 -0.243
C -10.7797 0.8924 7.1133 0.8 0.3 0.6 -0.172
C -9.9729 0.7144 5.7915 1.0 1.1 0.1 -0.184
N -9.0494 1.8414 5.4202 -2.1 0.0 2.0 -0.066
C -7.9767 1.8673 6.4122 2.1 0.9 -2.4 -0.171
C -6.8748 2.9608 5.9606 -1.0 -1.2 0.2 -0.157
O -5.8669 2.5337 5.0078 -0.3 0.0 0.4 -0.223
C -4.9142 3.5710 4.8106 0.3 -0.2 -0.1 -0.122
H -11.2567 -0.1688 9.5349 0.0 -0.1 0.0 0.078
H -11.4243 1.5894 9.7898 -0.2 0.0 -0.1 0.079
H -9.9874 0.7757 10.3883 0.0 -0.2 -0.2 0.083
H -11.3940 1.7877 7.0171 -0.2 0.1 -0.1 0.118
H -11.4238 0.0235 7.2481 -0.1 -0.1 -0.1 0.108
H -10.7112 0.5699 5.0027 -0.1 0.1 0.0 0.111
H -9.3294 -0.1653 5.8063 -0.3 -0.7 0.4 0.104
H -8.8033 1.8234 4.4409 0.2 -0.1 0.3 0.050
H -7.5806 0.8518 6.4069 0.8 -0.1 0.5 0.106
H -8.2962 2.0978 7.4286 -0.3 0.1 -0.4 0.102
H -6.4060 3.3462 6.8660 0.2 0.1 0.0 0.109
H -7.4729 3.7400 5.4879 0.1 0.3 0.1 0.113
H -4.2809 3.6869 5.6901 -0.3 0.5 0.4 0.088
H -5.3745 4.4955 4.4621 -0.2 0.3 0.5 0.085
H -4.1729 3.3790 4.0348 -0.3 -0.9 -0.4 0.065
C -3.7070 -0.3506 5.1608 0.6 0.2 -0.1 -0.079
O -2.4718 -0.9351 4.7423 0.0 1.2 -0.1 -0.197
C -2.5696 -2.3190 4.6245 0.4 -1.4 0.0 -0.231
C -1.2672 -3.0359 4.1680 -0.6 1.2 0.1 -0.199
N -0.3057 -3.1210 5.2509 0.7 -1.6 -0.2 -0.041
C 0.9472 -3.8646 4.8090 -0.6 2.5 1.6 -0.151
C 2.0036 -3.8462 5.9470 -0.3 -0.3 -0.2 -0.189
O 2.2978 -2.5085 6.4505 -1.3 -1.0 0.1 -0.196
C 2.9820 -2.4925 7.6962 1.9 -0.4 -0.3 -0.118
H -4.0340 -0.7112 6.1361 0.1 -0.2 0.2 0.092
H -4.5157 -0.5348 4.4536 0.0 -0.2 -0.3 0.078
H -3.5469 0.7255 5.2288 0.0 -0.1 0.0 0.076
H -3.4015 -2.5459 3.9578 0.0 -0.3 -0.2 0.091
H -2.7808 -2.7279 5.6126 -0.3 -0.3 0.2 0.125
H -0.7934 -2.4999 3.3456 -0.3 0.1 -0.6 0.105
H -1.5873 -4.0128 3.8057 0.1 -0.2 0.2 0.095
H -0.1311 -2.1785 5.5692 0.6 0.0 0.1 0.098
H 1.4110 -3.3636 3.9593 -0.1 -0.1 -0.4 0.087
H 0.6397 -4.8780 4.5510 0.3 0.0 0.1 0.113
H 2.9041 -4.3260 5.5636 0.4 0.3 -0.2 0.110
H 1.6613 -4.5406 6.7143 -0.2 0.4 0.6 0.112
H 2.8727 -1.6355 8.3608 -1.1 0.3 -0.5 0.083
H 4.0433 -2.4333 7.4548 0.4 -0.1 -0.1 0.075
H 2.9377 -3.3856 8.3194 -0.8 -0.3 -0.2 0.083
C -1.7824 -0.2561 -6.6204 -1.1 0.1 1.2 -0.139
O -0.9280 -0.1012 -7.6850 1.1 0.0 -1.7 -0.176
C -1.5061 0.1535 -8.9623 -1.3 0.8 0.3 -0.191
C -2.2074 1.5400 -9.0180 2.1 0.2 -0.7 -0.180
N -1.1129 2.5641 -9.0531 -0.4 0.1 -0.9 -0.054
C -1.6314 3.9441 -9.2174 1.1 -1.7 0.4 -0.195
C -2.3856 4.3564 -8.0114 -2.7 -0.2 -0.3 -0.282
O -1.9402 3.8484 -6.7748 1.4 1.3 0.0 -0.174
C -2.6021 4.5555 -5.7483 -0.8 -0.4 0.4 -0.106
H -2.5203 -1.0513 -6.7272 0.2 -0.6 -0.3 0.089
H -2.4116 0.6046 -6.3936 0.1 0.6 -0.2 0.083
H -1.1906 -0.4326 -5.7222 0.0 -0.2 -0.2 0.061
H -2.1943 -0.6195 -9.3043 -0.6 -0.4 0.7 0.111
H -0.7947 0.1104 -9.7871 0.8 0.4 0.7 0.120
H -2.9416 1.7629 -8.2438 -0.1 -0.4 0.2 0.099
H -2.6858 1.5729 -9.9969 -0.3 0.1 0.0 0.114
H -0.5168 2.4630 -8.2440 -0.1 0.1 0.2 0.094
H -2.2701 3.8865 -10.0988 -0.2 0.4 0.1 0.118
H -0.8926 4.7243 -9.4009 0.7 -0.6 -0.2 0.113
H -3.3981 3.9622 -8.0980 -0.5 -0.1 -0.2 0.114
H -2.5567 5.4278 -8.1158 0.4 0.5 0.9 0.121
H -2.1890 4.3814 -4.7548 0.5 -0.2 -0.3 0.074
H -3.6200 4.1690 -5.6975 -0.4 0.2 0.1 0.089
H -2.6596 5.6308 -5.9174 0.2 0.1 -0.1 0.086
C 3.0410 2.9580 -1.7338 0.5 -0.1 0.7 -0.032
O 4.2637 3.7694 -1.8095 -1.8 -1.2 -0.3 -0.228
C 5.0480 3.4267 -2.9300 1.5 0.9 -0.8 -0.179
C 6.2454 4.4451 -2.9708 -1.7 0.0 0.4 -0.178
N 7.1643 4.2180 -1.8831 0.6 0.3 0.6 -0.062
C 8.1378 5.3255 -1.7477 1.0 -0.8 0.5 -0.157
C 9.0669 5.1184 -0.5191 -1.2 -0.1 -0.3 -0.237
O 9.5034 3.7984 -0.4683 0.8 -0.9 1.4 -0.195
C 10.3729 3.5477 0.6789 0.1 0.0 -1.4 -0.071
H 2.6270 2.9368 -0.7257 0.7 0.2 0.5 0.077
H 3.2974 1.9260 -1.9732 -0.2 0.1 -0.2 0.063
H 2.1515 3.2931 -2.2674 0.6 0.4 -1.0 0.077
H 4.4772 3.4812 -3.8570 -0.2 0.4 -0.1 0.125
H 5.4348 2.4076 -2.9324 0.0 -0.3 0.6 0.112
H 5.7699 5.4099 -2.7944 0.0 0.3 -0.3 0.109
H 6.7813 4.4860 -3.9191 -0.3 -0.2 -0.4 0.121
H 7.7009 3.4193 -2.1900 0.3 -0.4 0.5 0.117
H 7.6574 6.2929 -1.6010 -0.3 -0.1 -0.2 0.104
H 8.7702 5.3480 -2.6352 0.1 0.3 -0.3 0.116
H 8.4368 5.3107 0.3492 0.1 0.3 0.4 0.110
H 9.9572 5.7474 -0.5178 -0.2 0.6 -0.2 0.120
H 10.0039 3.6301 1.7012 -1.2 -0.2 -0.2 0.072
H 11.1785 4.2816 0.7010 0.4 0.0 -0.5 0.078
H 10.7486 2.5410 0.4958 0.1 0.2 0.2 0.091
C 6.3949 11.0016 -2.3668 0.5 0.9 -0.7 -0.148
O 5.3739 10.1811 -1.9264 -0.4 -1.7 0.1 -0.175
C 5.8174 8.8787 -1.4893 -1.0 0.1 1.9 -0.191
C 4.6244 7.9403 -1.1685 0.4 1.6 -1.5 -0.197
N 3.8243 7.7619 -2.3672 -1.2 -0.7 -0.3 -0.042
C 2.7187 6.9196 -1.9659 -0.6 -1.8 -0.7 -0.238
C 1.6701 6.5715 -3.0387 0.9 1.0 0.8 -0.181
O 0.8373 7.7339 -3.2537 1.5 -1.1 0.5 -0.184
C -0.3423 7.4578 -3.9187 -0.7 0.4 -0.3 -0.142
H 7.0209 11.4290 -1.5835 0.2 -0.3 0.4 0.084
H 5.9673 11.8738 -2.8614 -0.3 -0.1 -0.1 0.086
H 7.0239 10.5135 -3.1113 0.2 -0.2 0.0 0.086
H 6.2737 9.0020 -0.5071 0.5 0.2 0.2 0.114
H 6.5668 8.3677 -2.0938 -0.2 0.3 -0.8 0.105
H 3.9335 8.3673 -0.4416 0.5 0.2 0.8 0.121
H 4.9851 6.9711 -0.8239 0.1 0.0 0.1 0.102
H 3.3377 8.6135 -2.6081 0.7 0.7 -0.2 0.110
H 2.1558 7.2449 -1.0910 0.0 0.6 0.3 0.101
H 3.1495 5.9691 -1.6513 0.0 -0.2 0.0 0.094
H 1.1435 5.7033 -2.6425 -0.7 0.1 0.0 0.102
H 2.1928 6.2380 -3.9352 -0.2 0.2 -0.4 0.124
H -0.7754 8.4361 -4.1272 -0.3 -0.1 -0.2 0.093
H -1.0373 6.8852 -3.3046 -0.2 -0.2 0.2 0.076
H -0.2052 6.9174 -4.8553 0.2 -0.1 -0.2 0.083
C 5.8280 -10.3157 0.5232 0.3 0.5 -0.1 -0.118
O 5.1578 -9.9657 1.7126 -0.5 0.1 0.7 -0.185
C 5.6513 -8.8114 2.4089 0.0 0.5 -2.0 -0.193
C 5.5307 -7.5203 1.5466 -0.9 -0.2 1.5 -0.208
N 4.1463 -7.1490 1.1190 2.2 -0.8 -1.3 -0.026
C 4.2204 -6.0575 0.0955 -1.0 -0.1 2.0 -0.193
C 4.7539 -6.5001 -1.2475 -1.3 -0.2 0.0 -0.215
O 4.6124 -5.4681 -2.2053 0.4 0.3 0.3 -0.202
C 5.4451 -5.6627 -3.3096 1.2 1.0 -0.3 -0.125
H 6.8474 -10.5854 0.7988 0.3 -0.1 -0.5 0.089
H 5.8082 -9.5567 -0.2589 0.3 0.8 0.3 0.069
H 5.3527 -11.1033 -0.0615 -0.3 -0.6 1.0 0.087
H 6.7176 -8.8438 2.6327 0.4 -0.6 -0.1 0.109
H 5.1922 -8.7105 3.3923 -0.6 -0.3 -0.3 0.118
H 6.2519 -7.5551 0.7301 -0.4 -0.1 -0.2 0.095
H 5.9221 -6.7725 2.2363 0.2 0.6 0.0 0.108
H 3.6256 -6.8823 1.9423 -0.1 0.3 -0.2 0.101
H 4.7718 -5.2180 0.5190 0.4 0.3 -0.3 0.109
H 3.1772 -5.7417 0.0786 0.0 0.3 -0.8 0.089
H 4.0888 -7.2748 -1.6291 0.4 -0.9 0.3 0.133
H 5.7963 -6.8070 -1.1618 0.0 -0.2 -0.2 0.108
H 6.4463 -6.0042 -3.0467 0.1 -0.5 0.5 0.082
H 5.7032 -4.6704 -3.6795 -0.6 0.1 -0.5 0.083
H 5.1066 -6.3238 -4.1074 -0.6 0.0 0.1 0.091
```
Positions in Å, forces in eV/Å.

The calculation puts the total energy at -6464.6656 Eh. Its total charge is 0. The value obtained for the HOMO energy is -0.31082 Eh. As for the energy above the lowest of the compared OMol25 structures with the same formula, charge and spin: 6.294 eV. The gap between HOMO and LUMO comes out at 8.70 eV.